Formula: C32H27NO8P
Source: OMol25
Level of theory: ωB97M-V/def2-TZVPD

spin multiplicity	1
net charge	+1
E_LUMO	-3.670	eV

Each line ends with the Löwdin charge.
Atoms and positions in Å:
H 3.3258 5.8024 3.3452  0.106
C 3.2001 5.9173 1.2085  -0.008
C 4.0726 9.0924 -3.4329  0.009
C 4.0605 7.9379 0.2103  -0.078
C -4.8424 -6.2030 -0.9602  0.009
H -2.3173 -2.0840 -1.8488  0.078
H 4.8813 9.3785 1.5779  0.125
H -5.1371 -4.2766 -1.8486  0.110
H -3.1439 -3.2761 -0.7776  0.036
C -3.5087 -9.2259 0.9606  -0.084
H -3.2052 -0.7518 1.3674  0.081
H 1.6148 1.2677 2.6647  0.145
O -3.1881 -1.2752 0.5565  -0.096
O -1.0162 -6.7679 1.8116  0.107
C -2.0071 -7.2545 1.3010  -0.276
C -1.4870 -9.4889 2.2525  0.003
C 3.9005 8.2836 -2.3134  -0.081
C -2.3431 -8.6836 1.5059  -0.085
P -1.6152 -1.3011 -0.0218  0.613
C 3.1131 6.1543 -1.2651  -0.277
C 4.3135 8.7854 -0.9806  -0.278
C -4.0400 -6.9799 -0.1307  -0.074
H -4.7320 -10.9836 0.7719  0.123
C 3.5373 6.3976 2.4654  -0.058
C -3.3884 -4.3170 -0.5964  -0.070
C -2.5815 -5.0901 0.2264  0.008
C 0.6233 1.2336 2.1768  -0.143
O -0.9503 -2.5493 0.4454  -0.217
C -2.9003 -6.4264 0.4518  -0.070
O 0.2362 2.4577 1.5506  -0.114
C -4.4112 -8.3940 0.1298  -0.277
C -3.8242 -10.5634 1.1847  0.006
H 2.8981 6.9829 -5.8108  0.109
O 4.8439 9.8715 -0.8650  0.118
H 4.4180 8.0117 3.5778  0.111
N -0.8653 0.1972 0.5682  -0.121
C -2.9705 -11.3597 1.9336  -0.048
H 1.2637 -0.0965 0.4866  0.154
H 2.5793 5.5483 -3.8306  0.116
H -1.5556 1.6390 -0.9031  0.146
H 2.7277 4.9485 1.1108  0.105
H 3.8336 9.2605 -5.5556  0.112
C -4.5138 -4.8769 -1.1966  -0.047
C -1.7987 -10.8245 2.4614  -0.049
C 4.1488 7.6409 2.5968  -0.049
H -1.4904 0.6065 1.2767  0.170
C -0.6171 1.2404 -0.4819  -0.091
C 3.7053 8.6269 -4.6871  -0.047
C 0.2544 2.4038 0.1319  -0.151
H -0.0221 0.8206 -1.3187  0.147
C 3.3474 7.0095 -2.4531  -0.087
H -0.1120 1.0673 3.0008  0.138
C 4.4100 8.4101 1.4725  0.010
H 1.2891 2.4029 -0.2732  0.140
O -5.4331 -8.8575 -0.3354  0.116
C 3.4650 6.6831 0.0755  -0.085
H -1.7080 -4.6593 0.6873  0.095
H -1.1291 -11.4502 3.0380  0.110
H -5.7204 -6.6332 -1.4241  0.125
H -3.2154 -12.4006 2.1037  0.111
H -0.5768 -9.0761 2.6672  0.121
C 2.9960 6.5403 -3.7166  -0.003
C 0.4664 -0.0272 1.2497  -0.082
O -1.7304 -1.3314 -1.6625  -0.090
O 2.6334 5.0388 -1.3874  0.070
C 3.1756 7.3477 -4.8299  -0.053
H -0.2102 3.3459 -0.2193  0.145
H 4.4890 10.0854 -3.3257  0.124
H 0.4842 -0.9527 1.8492  0.139